Record 1
A cluster of 2 separate species, C4H11NS in total, computed with the ωB97M-V functional and the def2-TZVPD basis.

Last column: Mulliken charge in e.
Element x y z (Å)
S: 2.020 -0.761 -0.438  -0.198
N: -0.073 1.540 0.591  -0.586
C: -0.798 0.657 -1.563  -0.791
C: 0.946 -0.929 0.987  -0.671
C: -0.942 0.512 0.051  -0.181
C: -0.675 -0.959 0.589  -0.499
H: 1.187 -2.030 1.353  0.357
H: 0.901 1.518 0.232  0.179
H: 0.395 0.793 -1.716  0.088
H: -1.275 -1.070 1.518  0.290
H: 2.853 -2.474 0.090  0.114
H: -1.883 1.132 0.363  0.325
H: -1.138 1.594 -1.847  0.389
H: 1.189 -0.245 1.816  0.331
H: -1.393 -0.039 -2.333  0.267
H: -0.943 -1.820 -0.111  0.284
H: -0.372 2.581 0.416  0.302

Cartesian forces, eV/Å:
S 2.116 -3.810 0.992
N 1.725 2.615 0.474
C 1.578 -2.221 0.113
C -2.120 -3.654 0.994
C -1.782 1.933 -2.371
C 1.496 1.656 0.689
H -0.768 2.577 -0.440
H -0.756 -0.166 0.276
H -2.761 -1.029 -0.265
H 0.596 -0.118 -0.425
H -1.199 3.564 -1.521
H 0.446 -2.584 -0.632
H -0.842 2.085 -0.190
H -0.378 -0.174 -0.616
H 1.772 0.829 1.964
H 0.585 1.529 0.696
H 0.291 -3.033 0.263

As for the total charge: 0. The value obtained for the gap between HOMO and LUMO is 8.0 eV. The LUMO energy comes out at -0.94 eV. The energy relative to the best compared isomer or geometry (same formula, charge and spin) comes out at 105.15 kcal/mol. Its HOMO energy is -8.96 eV.



Record 2
The molecule C4H11NS, computed with the ωB97M-V functional and the def2-TZVPD basis.

Last column: Mulliken charge in e.
Element x y z (Å)
S: -3.441 1.512 -0.355  -0.243
N: 0.127 -0.430 0.359  -0.342
C: -2.285 0.174 0.170  -0.404
C: 2.457 -1.095 0.245  -1.235
C: 1.416 -0.058 -0.126  -0.362
C: -0.833 0.589 -0.100  -1.134
H: -2.331 -0.004 1.274  0.354
H: 2.107 -1.988 -0.194  0.329
H: -2.458 -0.829 -0.333  0.294
H: 3.457 -0.887 -0.133  0.361
H: 1.824 0.906 0.282  0.269
H: -0.110 -1.375 0.093  0.267
H: 2.361 -1.228 1.324  0.319
H: -2.408 2.359 -0.701  0.136
H: -0.589 1.397 0.503  0.462
H: 1.407 0.294 -1.199  0.333
H: -0.703 0.661 -1.108  0.598

Cartesian forces, eV/Å:
S 1.186 -0.084 -0.105
N -0.441 0.597 0.497
C 0.566 -0.981 0.744
C -0.732 0.536 -0.087
C 1.888 1.854 -0.622
C -1.072 -3.294 2.187
H -0.401 0.189 -0.881
H -0.026 -1.528 -0.553
H -0.222 1.342 0.362
H -0.024 0.114 0.322
H -0.981 -0.504 0.538
H -0.073 -0.006 -0.295
H 0.605 0.050 -0.016
H -0.890 -0.469 0.184
H 0.274 2.151 0.466
H 0.025 -1.137 0.272
H 0.317 1.170 -3.012

As for the total charge: 0. The value obtained for the gap between HOMO and LUMO is 10.0 eV. The LUMO energy comes out at 1.00 eV. The energy relative to the best compared isomer or geometry (same formula, charge and spin) comes out at 25.33 kcal/mol. Its HOMO energy is -8.96 eV. Its structure (SMILES) is CCNCCS.



Record 3
A cluster of 2 separate species, C4H11NS in total, computed with the ωB97M-V functional and the def2-TZVPD basis.

Last column: Mulliken charge in e.
Element x y z (Å)
S: -1.447 -1.275 1.135  -0.208
N: 1.398 1.564 -1.535  -0.286
C: -2.113 -1.634 2.805  -0.744
C: 1.332 2.050 -0.199  -0.639
C: 1.308 0.142 -1.563  -0.189
C: -0.093 -0.376 -1.802  -0.659
H: -1.421 -2.288 3.373  0.242
H: 1.737 -0.396 -0.672  0.252
H: -0.025 -1.333 -2.289  0.362
H: 1.394 3.120 -0.342  0.304
H: 1.970 -0.199 -2.368  0.344
H: 0.482 1.727 0.455  0.259
H: -3.098 -2.087 2.821  0.290
H: -2.300 -0.582 3.161  0.210
H: -0.697 -0.373 -0.887  -0.194
H: 2.139 1.718 0.497  0.327
H: -0.568 0.219 -2.591  0.331

Cartesian forces, eV/Å:
S -0.064 -0.003 0.467
N -0.850 -1.549 2.032
C 0.400 0.815 -0.413
C 0.755 0.868 -0.852
C 2.461 -0.630 0.437
C -1.266 0.692 -0.845
H -0.396 0.894 -0.046
H -0.543 0.800 -0.238
H 0.112 -0.744 0.429
H -0.248 0.381 0.848
H -0.336 0.113 -0.408
H -0.508 -0.291 -0.573
H -0.203 -0.211 -0.406
H 0.533 -1.145 0.430
H 0.199 -0.083 -0.568
H 0.081 -0.154 -0.652
H -0.126 0.247 0.356

As for the total charge: 0. The value obtained for the gap between HOMO and LUMO is 3.3 eV. The LUMO energy comes out at -3.73 eV. The energy relative to the best compared isomer or geometry (same formula, charge and spin) comes out at 145.23 kcal/mol. Its HOMO energy is -7.06 eV.



What is the HOMO in the second record? -8.96 eV